1.
# C19H35AuN8O3PS

A structure of composition C19H35AuN8O3PS (ωB97M-V with the def2-TZVPD basis set, OMol25).

As for the multiplicity: 3. The HOMO energy (alpha / beta) comes out at -17.13 / -17.24 eV. As for the lowest unoccupied orbital energy (alpha / beta): -7.91 / -11.09 eV. The calculated total energy is -2283.113204 hartree. The expectation value of S² is 2.012. Its charge is +3. As for the energy above the lowest of the compared OMol25 structures with the same formula, charge and spin: 0.0000 eV.

Geometry as XYZ:
```
68
Properties=species:S:1:pos:R:3:forces:R:3:mulliken_charge:R:1
Au 0.24227 0.25913 0.61999 0.0 0.0 0.0 0.800
C 3.45779 -0.20659 1.59192 0.0 0.0 0.0 -0.713
N 2.76631 0.00762 0.27431 0.0 0.0 0.0 0.405
C 3.18710 -1.08546 -0.65130 0.0 0.0 0.0 -0.376
N 4.63866 -1.05567 -0.75462 0.0 0.0 0.0 0.380
C 5.27426 -1.34755 0.54216 0.0 0.0 0.0 -0.602
N 4.90091 -0.26079 1.45369 0.0 0.0 0.0 0.096
C 5.38898 0.97317 0.84022 0.0 0.0 0.0 -0.684
N 4.74904 1.13205 -0.47556 0.0 0.0 0.0 0.268
C 3.30645 1.25066 -0.34480 0.0 0.0 0.0 -0.625
C 5.17119 0.11589 -1.44066 0.0 0.0 0.0 -0.419
H 3.10887 -1.14767 2.01376 0.0 0.0 0.0 0.280
H 3.18265 0.61292 2.25598 0.0 0.0 0.0 0.358
H 2.73930 -0.92776 -1.63230 0.0 0.0 0.0 0.294
H 2.91672 -2.06045 -0.24615 0.0 0.0 0.0 -0.100
H 6.35434 -1.38480 0.41851 0.0 0.0 0.0 0.419
H 4.89730 -2.30620 0.90040 0.0 0.0 0.0 0.233
H 6.46955 0.93305 0.71852 0.0 0.0 0.0 0.348
H 5.12883 1.83225 1.45813 0.0 0.0 0.0 0.352
H 2.85026 1.39628 -1.32378 0.0 0.0 0.0 0.279
H 3.07667 2.10103 0.29385 0.0 0.0 0.0 0.293
H 6.25366 0.07155 -1.52328 0.0 0.0 0.0 0.318
H 4.70343 0.26327 -2.41110 0.0 0.0 0.0 0.304
S 0.58521 2.45336 1.36365 0.0 0.0 0.0 -0.456
C -0.43218 3.48210 0.40815 0.0 0.0 0.0 0.431
N -1.44782 3.12258 -0.35420 0.0 0.0 0.0 0.312
C -2.10875 4.29093 -0.96431 0.0 0.0 0.0 -0.486
C -1.27675 5.47540 -0.42132 0.0 0.0 0.0 -0.513
N -0.26053 4.79133 0.39624 0.0 0.0 0.0 -0.159
H -1.81949 2.17857 -0.33348 0.0 0.0 0.0 0.082
H -3.14952 4.34236 -0.65107 0.0 0.0 0.0 0.316
H -2.07198 4.22177 -2.04895 0.0 0.0 0.0 0.330
H -1.86320 6.15284 0.19531 0.0 0.0 0.0 0.327
H -0.79934 6.04456 -1.21525 0.0 0.0 0.0 0.314
H 0.46913 5.26375 0.90504 0.0 0.0 0.0 0.220
C -2.34236 -0.21786 3.11741 0.0 0.0 0.0 -1.156
P -3.06333 0.10898 1.51343 0.0 0.0 0.0 1.264
C -4.01794 -1.31604 1.01928 0.0 0.0 0.0 -1.207
C -4.17466 1.49806 1.67645 0.0 0.0 0.0 -1.177
O -1.97476 0.42266 0.45829 0.0 0.0 0.0 -1.078
H -3.12723 -0.41567 3.84896 0.0 0.0 0.0 0.434
H -1.76507 0.64743 3.44617 0.0 0.0 0.0 0.360
H -1.69345 -1.09319 3.06154 0.0 0.0 0.0 0.287
H -4.80944 -1.50811 1.74538 0.0 0.0 0.0 0.425
H -3.37385 -2.19379 0.95949 0.0 0.0 0.0 0.333
H -4.47089 -1.13424 0.04431 0.0 0.0 0.0 0.366
H -4.95251 1.27076 2.40710 0.0 0.0 0.0 0.437
H -4.65076 1.70558 0.71736 0.0 0.0 0.0 0.363
H -3.62368 2.37673 2.01375 0.0 0.0 0.0 0.339
O 3.33068 -4.92516 3.90912 0.0 0.0 0.0 -0.520
C 3.19657 -5.93347 2.93306 0.0 0.0 0.0 -0.486
N 2.12302 -5.51720 2.04918 0.0 0.0 -0.1 -0.204
C 2.31389 -4.54500 1.15680 0.0 0.0 0.0 0.603
O 3.39358 -4.03383 0.88286 0.0 0.1 0.1 -0.667
C 1.12272 -3.92870 0.45931 0.0 0.0 0.0 -0.061
C 0.56371 -4.38086 -0.72945 -0.1 -0.1 0.1 -0.089
C -0.30206 -3.54368 -1.42207 0.0 0.0 0.0 -0.985
C -0.51111 -2.25642 -0.96237 0.0 0.0 0.0 -0.477
N 0.05062 -1.81813 0.17526 0.0 0.0 0.0 0.206
C 0.79800 -2.65947 0.89789 0.0 0.0 -0.1 -0.571
H 3.84318 -5.26614 4.65144 0.0 0.0 0.0 0.327
H 2.91431 -6.89070 3.37053 0.0 0.0 0.0 0.418
H 4.10500 -6.04871 2.34167 0.0 0.0 0.0 0.301
H 1.18574 -5.83582 2.23715 0.0 0.0 0.0 0.271
H 0.80843 -5.36152 -1.11844 0.0 0.0 0.0 0.580
H -0.77338 -3.86554 -2.34012 0.0 0.0 0.0 0.470
H -1.12175 -1.54664 -1.50460 0.0 0.0 0.0 0.616
H 1.20409 -2.28116 1.82846 0.0 0.0 0.0 0.654
```
Positions in Å, forces in eV/Å.

2.
# C19H35BeNO2P2

A structure of composition C19H35BeNO2P2 (ωB97M-V with the def2-TZVPD basis set, OMol25).

The HOMO energy comes out at -5.82 eV. As for the lowest unoccupied orbital energy: 0.55 eV. The calculated total energy is -1647.632885 hartree. Its charge is 0. As for the energy above the lowest of the compared OMol25 structures with the same formula, charge and spin: 0.0000 eV.

Geometry as XYZ:
```
60
Properties=species:S:1:pos:R:3:forces:R:3:mulliken_charge:R:1
P 0.15226 -1.85215 1.16129 -1.3 1.5 -1.8 1.250
P 0.05789 1.21639 1.20850 0.5 -0.6 -0.1 1.468
C -0.10784 -1.01182 -0.47969 0.3 -1.1 -0.8 -0.448
C 0.37879 0.44442 -0.43264 0.0 0.6 0.1 -0.487
H -1.18765 -1.06125 -0.71347 0.4 0.0 0.1 0.314
H 0.44253 -1.56573 -1.26194 -0.4 0.4 -0.1 -0.139
H 1.46677 0.51140 -0.59822 -0.3 -0.1 0.0 0.326
H -0.12133 1.06297 -1.19329 0.3 -0.3 0.0 -0.134
C -1.65209 1.82164 1.07878 0.1 0.2 -0.1 -1.574
H -1.89147 2.43280 1.95397 0.0 -0.1 -0.1 0.401
H -2.34281 0.97275 1.05078 0.1 0.1 0.0 0.396
H -1.74471 2.41745 0.16598 -0.2 0.0 0.1 0.450
C 1.12134 2.66515 1.35029 0.1 0.4 -0.5 -1.421
H 1.15738 3.18532 0.38992 0.1 0.2 0.1 0.457
H 2.13051 2.35827 1.64482 -0.3 0.0 0.0 0.347
H 0.71588 3.33479 2.11517 0.1 -0.1 -0.1 0.382
C -0.92574 -3.31594 1.11574 0.2 -0.3 -0.4 -1.380
H -0.68134 -4.00433 1.93230 -0.1 0.2 -0.2 0.431
H -0.79050 -3.82274 0.15560 -0.1 -0.2 0.1 0.396
H -1.96961 -2.99432 1.21170 0.3 -0.1 0.0 0.323
C 1.87205 -2.45002 0.97479 -0.2 -0.1 0.1 -1.485
H 2.56404 -1.60209 1.05649 -0.1 -0.2 -0.1 0.342
H 1.98169 -2.94338 -0.00083 0.1 0.1 0.2 0.399
H 2.10059 -3.15536 1.77814 0.1 0.1 -0.2 0.462
Be 0.00270 -0.25883 2.81877 0.3 -1.7 -0.1 -1.304
C 0.61889 1.36500 -4.16078 -0.9 0.3 0.4 -0.184
C -0.71034 1.40393 -3.93441 1.2 0.3 -0.4 -0.472
C -1.76969 0.63320 -4.66059 -0.4 -0.3 0.1 -0.625
C -1.37657 -0.74062 -5.24360 -0.2 0.0 -0.3 -0.909
C -0.67627 -1.67457 -4.29488 -0.4 -0.3 0.2 -0.198
C 0.62605 -1.73125 -4.03186 0.0 -0.4 -0.2 -0.501
C 1.71773 -0.90947 -4.65809 0.3 0.2 0.1 -0.629
C 1.33865 0.50256 -5.15322 0.4 0.0 -0.4 -0.920
C 0.20252 -1.85043 3.59855 1.1 0.4 1.9 -1.594
H 1.27173 2.05173 -3.61834 -0.3 -0.2 0.2 0.367
H -1.10048 2.11934 -3.20902 0.2 -0.1 -0.1 0.494
H -2.17996 1.23819 -5.48846 0.1 -0.1 0.3 0.308
H -2.60760 0.50379 -3.95783 0.1 -0.1 -0.2 0.316
H -2.30742 -1.23156 -5.57368 0.3 0.2 0.0 0.408
H -0.77192 -0.59396 -6.14323 -0.3 -0.1 0.1 0.340
H -1.35654 -2.40043 -3.82688 0.5 0.3 0.1 0.331
H 1.00100 -2.50368 -3.34711 -0.3 0.2 -0.2 0.548
H 2.15974 -1.45185 -5.51292 -0.2 0.0 0.3 0.314
H 2.53016 -0.83043 -3.91873 -0.2 0.1 -0.2 0.311
H 2.27817 1.01632 -5.41966 -0.3 -0.2 0.0 0.404
H 0.76141 0.42103 -6.07805 0.2 0.1 0.2 0.339
H 0.89449 -1.49554 4.37811 -0.2 -0.6 0.6 0.313
H 0.64049 -2.79174 3.24411 -0.2 0.2 0.1 0.843
H -0.78664 -2.08683 4.01343 0.1 0.1 0.2 0.241
O 2.06565 1.41612 4.16705 -0.9 0.0 0.2 -0.651
C 0.91286 1.47453 4.57820 -0.5 -0.2 -0.1 0.436
C 0.40198 2.23471 5.79549 0.4 0.2 0.0 -0.521
C -1.06107 1.86160 5.91245 -0.5 0.0 0.2 -0.544
C -1.37091 1.01219 4.68260 0.6 0.3 0.0 0.429
O -2.45611 0.56451 4.33302 1.0 0.3 0.2 -0.652
N -0.17858 0.84983 3.99577 -0.6 0.2 0.6 0.786
H 0.97972 1.93970 6.67069 0.1 0.1 0.0 0.299
H 0.54582 3.30536 5.62956 0.1 -0.1 0.1 0.237
H -1.24412 1.26598 6.80858 -0.2 0.0 -0.1 0.287
H -1.72218 2.72735 5.94079 -0.1 -0.1 0.0 0.275
```
Positions in Å, forces in eV/Å.